Entry 1:
ORCA calculation (ωB97M-V with the def2-TZVPD basis set) on a cluster of 6 separate species, C31H50B2ClF5N8O7PS2 in total.

```
107
C31H50B2ClF5N8O7PS2 (ωB97M-V with the def2-TZVPD basis set)
C -4.509 2.447 -2.109
B -3.654 1.782 -0.900
O -4.231 1.735 0.385
C -2.177 1.156 -1.241
C -1.116 2.200 -0.722
P 0.114 2.521 -2.153
O 0.350 1.322 -3.010
N -0.316 1.821 0.486
S -0.648 2.923 1.851
O -0.337 4.244 1.311
O -2.051 2.932 2.197
C 0.535 2.703 3.268
F 0.638 3.930 3.861
F 1.808 2.417 2.827
C 0.144 1.671 4.401
F -1.175 1.413 4.528
F 0.854 0.509 4.305
F 0.545 2.227 5.592
C -0.309 0.361 0.861
C 0.963 -0.277 0.142
C 2.270 -0.188 1.062
C 3.354 -1.228 0.578
C 4.099 -0.763 -0.747
S 4.462 -2.313 -1.694
O 5.258 -2.012 -2.887
O 3.237 -2.991 -2.115
Cl 5.505 -3.681 -0.517
C -1.648 -0.427 0.610
C -1.559 -1.965 0.995
C -0.672 -2.275 2.237
C 0.655 -2.864 2.063
C 1.556 -3.235 3.139
C 1.126 -3.016 4.516
C -0.191 -2.426 4.730
C -1.102 -2.050 3.636
C -2.505 -1.463 3.976
N -2.001 -0.261 -0.820
B -3.173 -1.047 -1.258
O -4.253 -1.481 -0.447
N -3.214 -1.420 -2.705
C -2.599 -2.755 -2.904
C -4.602 -1.341 -3.229
H -4.925 3.443 -1.833
H -5.304 1.712 -2.419
H -3.854 2.563 -3.027
H -4.472 2.658 0.591
H -2.118 1.165 -2.371
H -1.661 3.186 -0.620
H -0.473 3.579 -2.927
H 1.281 3.077 -1.543
H 0.673 2.050 0.250
H -0.084 0.299 1.961
H 1.230 0.251 -0.812
H 0.787 -1.349 -0.136
H 2.745 0.826 0.967
H 1.955 -0.435 2.109
H 4.119 -1.429 1.373
H 2.901 -2.232 0.337
H 5.079 -0.269 -0.510
H 3.464 -0.150 -1.432
H -2.466 0.033 1.243
H -1.138 -2.578 0.145
H -2.573 -2.392 1.231
H 0.992 -3.060 1.018
H 2.528 -3.708 2.859
H 1.813 -3.332 5.331
H -0.515 -2.287 5.788
H -2.388 -0.880 4.934
H -3.303 -2.224 4.148
H -2.779 -0.696 3.201
H -4.201 -2.457 -0.441
H -3.417 -3.532 -2.996
H -1.949 -3.039 -2.034
H -2.016 -2.799 -3.867
H -5.190 -2.276 -3.034
H -5.122 -0.515 -2.662
H -4.580 -1.032 -4.303
C -7.767 1.765 1.628
C -7.273 2.225 0.334
N -6.885 2.584 -0.686
H -7.739 0.677 1.703
H -7.169 2.162 2.449
H -8.799 2.076 1.798
C 5.129 -0.599 -5.625
C 4.445 -0.349 -6.891
N 3.907 -0.151 -7.886
H 5.008 -1.633 -5.301
H 6.199 -0.404 -5.700
H 4.740 0.036 -4.828
C 7.426 2.635 -1.519
C 6.309 2.046 -0.789
N 5.429 1.581 -0.212
H 8.070 3.219 -0.860
H 8.046 1.867 -1.986
H 7.078 3.300 -2.311
C 8.094 -3.150 -4.545
C 8.351 -1.714 -4.559
N 8.550 -0.582 -4.571
H 7.040 -3.368 -4.725
H 8.671 -3.666 -5.314
H 8.359 -3.593 -3.584
C -4.711 2.418 4.940
C -5.436 1.158 4.798
N -6.005 0.166 4.688
H -4.981 3.125 4.154
H -4.924 2.895 5.897
H -3.632 2.266 4.884
```

Output
calculated total energy: -117622.75044 eV
charge: +1
LUMO: -4.59 eV
orbital gap: 6.420 eV

Entry 2:
ORCA calculation (ωB97M-V with the def2-TZVPD basis set) on a cluster of 4 separate species, C21H35F3N3O9S3 in total.

```
74
C21H35F3N3O9S3 (ωB97M-V with the def2-TZVPD basis set)
F 6.116 -0.843 3.216
C 4.817 -0.891 2.889
F 4.210 -0.019 3.709
F 4.368 -2.128 3.134
C 4.654 -0.546 1.420
C 3.282 -0.957 0.834
C 2.142 -0.478 1.682
C 1.978 0.870 1.919
C 0.876 1.201 2.692
N 0.089 0.286 3.184
N 0.166 -1.024 3.014
C 1.180 -1.355 2.250
C 1.292 -2.840 1.971
C 1.519 -3.657 3.040
C 1.568 -5.015 2.787
C 1.368 -5.379 1.487
C 1.165 -4.482 0.467
N 1.118 -3.178 0.710
H 4.794 0.533 1.326
H 5.460 -0.999 0.848
H 3.206 -0.410 -0.111
H 3.241 -2.006 0.574
H 2.629 1.648 1.554
H 0.654 2.239 2.900
H -0.695 0.598 3.764
H 1.640 -3.262 4.039
H 1.718 -5.738 3.574
H 1.371 -6.437 1.247
H 1.011 -4.868 -0.533
O -2.622 1.566 3.459
S -4.058 1.413 3.466
O -4.646 0.148 3.173
O -4.695 2.518 2.538
C -4.225 2.650 1.173
C -4.798 1.576 0.271
C -4.697 2.011 4.992
H -3.135 2.651 1.146
H -4.555 3.626 0.832
H -4.410 0.590 0.530
H -4.538 1.781 -0.768
H -5.883 1.533 0.366
H -4.276 2.993 5.190
H -4.401 1.309 5.769
H -5.780 2.056 4.920
O -3.034 4.799 -0.753
S -2.203 5.938 -0.496
O -2.593 6.927 0.455
O -1.853 6.640 -1.873
C -2.944 7.007 -2.749
C -3.646 8.269 -2.291
C -0.571 5.395 -0.114
H -3.643 6.175 -2.846
H -2.497 7.168 -3.728
H -4.179 8.107 -1.354
H -4.367 8.592 -3.041
H -2.926 9.070 -2.121
H -0.256 4.674 -0.865
H -0.606 4.930 0.869
H 0.090 6.257 -0.098
O 1.621 -5.101 -3.088
S 2.684 -4.848 -4.016
O 2.884 -3.540 -4.556
O 2.591 -5.897 -5.201
C 1.335 -6.027 -5.903
C 1.115 -4.900 -6.892
C 4.203 -5.424 -3.337
H 0.513 -6.097 -5.189
H 1.387 -6.976 -6.431
H 0.969 -3.949 -6.382
H 0.231 -5.099 -7.498
H 1.978 -4.790 -7.548
H 4.063 -6.436 -2.967
H 4.471 -4.756 -2.521
H 4.966 -5.394 -4.110
```

Output
calculated total energy: -85893.59942 eV
charge: +1
LUMO: -4.20 eV
orbital gap: 8.378 eV

Entry 3:
ORCA calculation (ωB97M-V with the def2-TZVPD basis set) on a cluster of 2 separate species, C7H16N2 in total.

```
25
C7H16N2 (ωB97M-V with the def2-TZVPD basis set)
H -0.969 -1.386 2.228
N -0.368 -1.456 1.411
C -0.923 -0.954 0.309
C -2.424 -0.812 0.190
C -0.199 -1.383 -0.918
C -0.686 -1.376 -2.153
H -2.680 -0.036 -0.532
H -2.860 -0.546 1.153
H -2.860 -1.753 -0.146
H 0.834 -1.655 -0.739
H -0.068 -1.661 -2.993
H -1.703 -1.091 -2.377
C 1.774 0.364 1.421
C 1.126 1.373 0.517
C 1.722 1.460 -0.884
N -0.384 1.041 0.354
H 0.901 -0.634 1.558
H 1.866 0.743 2.436
H 2.760 0.064 1.068
H 1.152 2.378 0.969
H 1.704 0.489 -1.371
H 1.177 2.165 -1.517
H 2.757 1.791 -0.813
H -0.850 1.285 1.225
H -0.800 1.590 -0.394
```

Output
calculated total energy: -10495.79497 eV
SMILES: [H]/N=C(\C)C=C.CC(C)N
LUMO: 0.88 eV
orbital gap: 8.518 eV